C29H32As2O8P2PtS3Se | ωB97M-V/def2-TZVPD

Structure (XYZ):
```
78
Properties=species:S:1:pos:R:3:forces:R:3
Pt -0.492478 0.555237 2.018731 0.851 0.330 -0.403
O 1.032312 -2.460764 5.054223 0.046 0.265 -0.099
P 0.173026 -1.670481 3.960307 0.468 0.200 -0.021
O -1.182784 -2.255951 3.808638 0.033 -0.040 0.103
O 0.357867 -0.196706 4.230029 -0.475 -0.301 -0.301
O 0.958562 -1.969276 2.528509 0.021 0.250 0.331
P 2.031653 -0.982794 1.775339 -0.811 -0.088 -0.036
O 3.083497 -1.199914 2.997130 -0.120 0.102 0.186
O 3.227973 -1.328079 0.709201 0.318 0.187 -0.038
O 1.699551 0.529319 1.811697 0.067 -0.422 0.275
H 0.779337 -3.384957 5.077312 -0.107 -0.241 0.043
H 3.774287 -0.533661 2.971946 0.190 0.043 -0.054
C -2.558333 2.959610 0.695946 0.003 0.047 -0.043
As -1.232667 1.783622 -0.142679 -0.386 -0.039 0.627
C -0.717561 3.034730 -1.530462 0.254 -0.138 -0.220
C -2.544536 0.631787 -1.001316 0.043 0.050 0.030
C -3.013038 0.899090 -2.282661 -0.082 -0.035 0.019
C -4.063034 0.160728 -2.808963 0.063 -0.023 -0.041
C -4.640186 -0.856502 -2.063573 0.025 -0.006 0.020
C -4.155955 -1.140409 -0.795022 -0.001 0.007 -0.052
C -3.108545 -0.401684 -0.253786 0.008 0.036 -0.048
As -2.373989 -0.928723 1.475370 -0.137 0.099 0.094
C -3.926616 -0.871711 2.607372 -0.074 -0.070 0.129
C -2.079085 -2.805872 1.129427 0.123 -0.064 -0.022
H -3.302449 3.243387 -0.048378 -0.005 0.023 0.017
H -2.063241 3.851472 1.079845 0.005 0.001 0.007
H -3.041935 2.436238 1.519731 -0.003 0.002 -0.038
H -1.625803 3.476336 -1.937717 0.046 0.058 -0.045
H -0.143438 2.535526 -2.309814 0.000 0.009 0.000
H -0.104100 3.803117 -1.063021 -0.005 0.017 -0.001
H -2.563875 1.678696 -2.883434 0.007 0.020 0.001
H -4.422343 0.375244 -3.807271 -0.014 0.003 -0.007
H -5.458725 -1.434785 -2.471443 -0.009 -0.007 -0.009
H -4.596591 -1.956472 -0.233175 0.012 0.004 0.015
H -3.642063 -1.307816 3.564482 -0.004 0.005 -0.049
H -4.729757 -1.443575 2.144058 -0.040 0.004 0.071
H -4.236921 0.162563 2.743498 -0.013 -0.010 -0.001
H -2.990843 -3.333850 1.409235 0.037 -0.046 -0.024
H -1.247531 -3.146588 1.737372 -0.088 0.027 -0.040
H -1.866288 -2.927709 0.071149 -0.029 -0.025 -0.029
Se -0.297155 2.500138 3.455036 -0.297 -0.210 0.174
C 0.477176 3.859551 2.399990 0.079 0.008 -0.046
C 1.487362 3.547592 1.488611 0.003 0.061 -0.081
C 2.078985 4.575882 0.768572 -0.057 -0.011 -0.005
C 1.655435 5.888033 0.936895 0.000 0.013 0.025
C 0.650401 6.189884 1.849895 0.010 -0.036 -0.014
C 0.069828 5.178961 2.598595 0.061 0.052 -0.086
H 1.811751 2.519014 1.365583 -0.034 0.101 0.004
H 2.871230 4.343438 0.068570 0.015 0.006 -0.006
H 2.116924 6.682176 0.364898 0.003 0.009 -0.010
H 0.328017 7.213216 1.987564 0.003 0.015 -0.006
H -0.699888 5.410498 3.323583 -0.007 -0.015 0.028
O 0.900831 -1.275274 0.352118 -0.134 -0.040 0.281
C 1.545676 -1.677048 -0.806186 -0.002 -0.192 -0.356
C 2.948159 -1.028538 -0.643734 0.190 0.085 0.041
C 4.057022 -1.497687 -1.521341 -0.043 -0.067 -0.062
C 4.691345 -0.526913 -2.238163 -0.042 0.093 0.018
C 4.208688 0.764322 -2.014596 0.083 -0.025 -0.042
S 2.942637 0.834791 -0.855144 -0.009 -0.070 0.073
C 0.795362 -1.286034 -2.063667 -0.086 0.126 0.031
C 1.141763 -0.482058 -3.110505 0.087 -0.043 -0.137
C 0.186323 -0.487546 -4.166650 -0.007 -0.054 0.074
C -0.872599 -1.299601 -3.899004 0.033 0.113 -0.009
S -0.713588 -2.052494 -2.381689 -0.081 -0.106 0.097
C 1.701034 -3.200681 -0.829088 0.123 0.016 -0.237
C 2.015626 -3.970588 -1.912565 0.046 -0.063 -0.040
C 2.120857 -5.351314 -1.605704 -0.041 0.021 0.081
C 1.869693 -5.598255 -0.287429 0.042 -0.010 -0.169
S 1.514012 -4.172673 0.569716 -0.072 0.062 0.125
H 4.314018 -2.544514 -1.533639 -0.013 -0.039 0.011
H 5.506019 -0.731574 -2.917882 0.029 0.015 -0.011
H 4.584271 1.670060 -2.462255 0.016 0.027 -0.016
H 2.068125 0.068897 -3.163789 -0.066 -0.038 -0.020
H 0.298686 0.073228 -5.082657 -0.003 0.017 -0.021
H -1.736898 -1.491288 -4.511015 -0.064 0.008 -0.032
H 2.155040 -3.557892 -2.902997 0.001 0.007 0.001
H 2.354271 -6.118393 -2.328598 0.007 -0.022 -0.014
H 1.860210 -6.547757 0.220847 0.007 -0.042 0.008
```
Positions in Å, forces in eV/Å.

As for the expectation value of S²: 6.044. Its spin multiplicity is 5. As for the relative energy (zero: lowest compared OMol25 entry of this formula, charge and spin): 13.0 kcal/mol. As for the frontier orbital gap (spin up / spin down): 7.30 / 5.90 eV. The LUMO energy (spin up / spin down) is 0.3 / -2.4 eV.

=====

C29H32AuBrN3OSSi | ωB97M-V/def2-TZVPD

Structure (XYZ):
```
69
Properties=species:S:1:pos:R:3:forces:R:3
Au 0.248750 0.240613 0.154987 0.069 0.675 -1.042
C 0.056484 0.070884 2.151158 0.192 0.288 0.378
Si -0.221436 -1.739875 2.588339 0.134 0.045 -0.027
C -1.395961 -2.434513 1.317713 -0.472 -0.587 -0.993
N -1.245154 -2.044109 -0.108607 1.121 1.373 0.444
C -0.335805 -2.793860 -1.000811 -0.671 -0.270 0.119
C -1.087058 -3.284735 -2.251964 -0.048 -0.011 0.122
C -2.537129 -3.615005 -1.901611 0.014 -0.020 -0.052
C -3.313639 -2.372078 -1.437240 0.065 -0.056 0.118
C -2.349154 -1.361943 -0.799885 -0.174 -0.782 0.146
C -1.016535 -1.848500 4.263285 0.028 0.060 0.243
C -2.297028 -1.321789 4.466609 -0.019 -0.040 0.065
C -2.893674 -1.358530 5.718838 0.014 0.010 -0.046
C -2.212943 -1.917828 6.793267 0.000 -0.002 0.005
C -0.938876 -2.437865 6.615370 0.031 0.026 -0.083
C -0.343782 -2.400149 5.359353 -0.094 -0.008 -0.002
C 1.366039 -2.720110 2.612215 0.311 0.130 0.027
C 2.605853 -2.106435 2.825275 -0.003 -0.050 0.023
C 3.771752 -2.853630 2.960268 -0.052 0.081 -0.032
C 3.717261 -4.236639 2.877354 -0.050 -0.054 -0.005
C 2.495008 -4.868734 2.674472 0.039 -0.010 0.012
C 1.334544 -4.118367 2.553552 0.040 0.038 -0.080
H 0.941403 0.496211 2.641822 -0.116 -0.021 -0.105
H -0.797225 0.678237 2.461027 0.033 -0.060 0.062
H -2.409557 -2.175674 1.640825 -0.027 -0.117 -0.088
H -1.311044 -3.529246 1.406195 -0.315 0.015 -0.040
H 0.062647 -3.647949 -0.444867 -0.059 0.011 0.052
H 0.516520 -2.193641 -1.329313 0.009 0.100 0.036
H -0.584862 -4.168417 -2.649374 0.033 0.059 -0.041
H -1.050041 -2.516024 -3.028800 -0.029 -0.016 -0.001
H -2.534282 -4.360046 -1.101504 -0.008 -0.032 0.001
H -3.035243 -4.074080 -2.755639 -0.003 -0.039 0.026
H -4.074708 -2.670704 -0.713758 -0.045 0.010 -0.050
H -3.833321 -1.897195 -2.273284 0.015 -0.011 0.020
H -2.872441 -0.714048 -0.095665 0.092 0.041 0.001
H -1.933681 -0.725183 -1.579674 0.126 0.084 0.017
H -2.843220 -0.878627 3.637286 0.017 -0.011 0.051
H -3.887007 -0.951022 5.859375 0.020 -0.010 -0.006
H -2.677632 -1.946687 7.771524 0.016 0.002 -0.041
H -0.406679 -2.869021 7.454402 -0.018 0.005 -0.031
H 0.652386 -2.811116 5.229579 -0.048 0.020 0.017
H 2.667561 -1.024868 2.912740 0.003 -0.046 -0.027
H 4.718824 -2.356536 3.139190 -0.047 -0.017 -0.011
H 4.620354 -4.824767 2.987383 -0.032 0.019 -0.013
H 2.445252 -5.949583 2.624706 0.010 0.030 0.006
H 0.390633 -4.638192 2.425137 0.018 0.012 -0.014
O 0.291857 0.450804 -1.958778 0.291 0.055 -0.326
N 0.156533 1.727121 -2.360841 -0.034 -0.282 0.138
C 0.712875 2.079531 -3.538281 -0.052 -0.104 0.022
C 0.557213 3.349195 -4.023784 -0.002 0.021 -0.040
C -0.172406 4.271105 -3.273882 -0.022 0.023 0.027
C -0.715799 3.887934 -2.068084 -0.074 0.111 -0.053
C -0.548302 2.584745 -1.603838 -0.112 0.010 0.175
S -1.242142 2.042344 -0.097941 -0.013 -0.156 0.299
H 1.258467 1.288772 -4.030101 -0.017 -0.010 0.016
H 1.001738 3.609478 -4.973290 0.004 0.008 0.038
H -0.301593 5.285419 -3.627460 -0.003 -0.033 0.004
H -1.276963 4.579133 -1.453996 0.025 -0.014 -0.024
Br 7.059203 -0.327439 -0.159384 0.102 -0.002 0.000
C 5.193094 -0.211956 -0.130071 0.090 0.027 0.015
C 4.577889 0.996035 0.160511 -0.037 0.026 -0.025
C 3.199570 1.032504 0.182922 -0.104 -0.057 -0.012
N 2.445083 -0.049248 -0.059861 0.003 -0.579 0.515
C 3.052349 -1.211786 -0.337776 0.003 0.210 -0.019
C 4.427259 -1.332504 -0.392167 -0.092 -0.075 -0.018
H 5.154093 1.886097 0.369281 -0.020 -0.015 -0.015
H 2.674222 1.954820 0.400230 -0.004 -0.055 0.035
H 2.421081 -2.068137 -0.526766 -0.028 0.010 0.085
H 4.883121 -2.286692 -0.615290 -0.022 0.020 -0.001
```
Positions in Å, forces in eV/Å.

Its spin multiplicity is 1. As for the charge: +1. As for the relative energy (zero: lowest compared OMol25 entry of this formula, charge and spin): 24.6 kcal/mol. As for the frontier orbital gap (spin up / spin down): 6.34 / 6.34 eV. The LUMO energy (spin up / spin down) is -4.0 / -4.0 eV.

=====

C29H32BBeClF4N5O3 | ωB97M-V/def2-TZVPD

Structure (XYZ):
```
76
Properties=species:S:1:pos:R:3:forces:R:3
Be -3.084818 0.757619 -0.451500 -0.820 -1.387 -1.145
O -3.251306 -5.839513 3.211621 -0.838 0.070 -0.359
C -3.104709 -4.660939 3.855098 0.570 -0.154 2.168
O -2.796537 -4.645876 5.041052 -0.473 -0.131 -2.208
C -3.196290 -3.371925 3.092856 -0.103 0.491 -0.338
C -3.044382 -2.194070 3.852596 -0.422 -1.282 0.096
C -3.047240 -0.972214 3.251754 0.124 1.843 0.732
C -3.213682 -0.842885 1.868017 0.431 -1.987 0.520
C -3.295707 -2.022726 1.098442 -0.370 0.864 -0.075
C -3.336470 -3.270236 1.709018 0.596 -0.314 -0.140
N -3.231753 0.385215 1.230439 -0.175 2.971 0.040
C -3.385163 1.538884 1.833780 0.201 -1.436 1.449
C -3.429911 2.751943 1.022441 -0.243 0.342 -1.433
C -3.588887 4.078841 1.445305 0.702 -0.298 0.549
C -3.514156 5.129606 0.530536 0.120 -1.857 -0.956
C -3.527092 4.748554 -0.829901 -0.502 1.220 -0.077
C -3.560786 3.424109 -1.219014 0.747 -1.088 1.499
N -3.365023 2.428746 -0.293595 -0.809 1.773 -0.683
H -4.009902 -5.873741 2.585086 0.822 0.329 0.415
H -2.983253 -2.346937 4.924697 0.231 0.325 -0.100
H -2.893691 -0.060254 3.894284 -0.218 -1.117 -0.721
H -3.411585 -1.941745 0.019704 0.050 -0.064 0.243
H -3.356187 -4.150601 1.050714 -0.155 0.368 0.491
H -3.473806 1.621424 2.948039 -0.074 -0.101 -1.145
H -3.634234 4.279637 2.509715 -0.063 -0.015 -0.049
H -3.410920 6.148348 0.857160 -0.277 0.218 -0.041
H -3.589373 5.504195 -1.628162 0.099 -0.350 0.546
H -3.688693 3.139092 -2.254819 0.183 -0.127 0.056
C 4.732477 0.079123 1.699967 -0.627 0.708 -0.807
C 3.291234 0.141561 1.087216 1.066 -0.650 -0.967
C 2.316371 0.210424 2.261710 -0.128 1.313 -0.759
C 3.072385 -1.193611 0.358526 -0.138 0.749 -1.168
C 3.178527 1.373406 0.033372 0.846 -0.119 1.861
O 3.628645 2.426131 0.967292 -0.424 0.271 -0.776
C 4.156602 1.285559 -1.178917 -0.261 -0.594 -0.082
C 3.576020 0.972528 -2.575698 -0.366 -1.105 -0.061
C 3.755528 -0.505200 -2.976344 -1.258 0.707 -1.151
C 2.646929 -1.142940 -3.583832 1.116 -1.206 0.642
C 2.676562 -2.532495 -3.877571 0.285 1.371 0.548
C 3.846674 -3.231175 -3.635551 0.611 1.274 0.590
Cl 3.917346 -4.929421 -3.763472 -0.063 -0.677 -0.240
C 4.995702 -2.545370 -3.194695 -0.261 -0.155 -0.018
C 4.959626 -1.186181 -2.889992 0.268 -0.443 -0.058
C 1.724807 1.861361 -0.303815 0.953 -0.693 0.522
N 0.660677 0.957060 -0.898585 -0.540 1.547 -1.330
C -0.445459 0.580799 -0.263162 0.566 -0.216 0.065
N -1.472579 0.486136 -1.087287 -0.762 -0.138 0.852
C -0.972246 0.829801 -2.296907 1.195 0.133 -0.795
N 0.304076 1.158398 -2.255405 -0.482 -0.456 1.174
H 4.734283 -0.659498 2.492194 0.098 -0.148 0.120
H 5.025702 1.056545 2.079441 -0.027 -0.197 0.234
H 5.460705 -0.197206 0.938801 0.055 -0.189 0.048
H 2.403415 -0.721925 2.818370 -0.128 0.309 0.285
H 1.302468 0.325648 1.868794 -0.176 -0.359 0.224
H 2.495232 1.138073 2.840714 0.077 -0.781 0.117
H 3.207806 -2.038649 1.008463 -0.056 -0.341 0.417
H 3.741468 -1.341210 -0.513242 -0.217 0.178 0.577
H 2.061778 -1.192740 -0.056597 -0.140 -0.379 0.038
H 3.916398 3.263908 0.568217 -0.199 -0.544 -0.339
H 4.911931 0.511902 -0.987423 -0.182 0.338 0.249
H 4.713018 2.208270 -1.244997 0.051 0.478 0.187
H 4.018416 1.589433 -3.358527 0.201 0.152 0.188
H 2.494410 1.144615 -2.639155 0.456 0.244 0.057
H 1.749710 -0.577415 -3.765143 -0.231 0.065 0.045
H 1.782621 -3.040629 -4.184445 -0.174 -0.148 -0.300
H 5.905795 -3.111417 -3.037122 -0.009 0.041 -0.128
H 5.892889 -0.674040 -2.605731 -0.568 -0.319 0.067
H 1.871011 2.705010 -0.977528 -0.497 -0.102 -0.127
H 1.390106 2.227755 0.674058 -0.396 -0.132 -0.483
H -0.470852 0.302977 0.771228 -0.037 0.197 0.345
H -1.543607 0.762603 -3.228817 0.280 0.237 0.506
F -5.768954 -1.669089 -0.458711 0.281 1.112 -0.199
B -5.799887 -0.536605 -1.266380 -0.449 -1.023 0.523
F -4.170730 -0.024291 -1.302630 0.620 0.082 -0.085
F -6.303552 0.596165 -0.684575 -0.042 -0.450 -0.393
F -6.145897 -0.886635 -2.531452 0.474 0.953 0.450
```
Positions in Å, forces in eV/Å.

Its spin multiplicity is 1. As for the charge: +1. As for the frontier orbital gap: 5.54 eV. The LUMO energy is -5.2 eV.

=====

Q: The highest spin multiplicity belongs to which entry?
A: C29H32As2O8P2PtS3Se

=====

Q: What is the spin multiplicity in the second record?
A: 1